Density functional theory data (wB97M-V/def2-TZVPD) for a molecular structure, C7H14AsF6K2N4O6.

```
40
Properties=species:S:1:pos:R:3:forces:R:3
K 3.348585 4.771231 -0.781593 0.1 -0.5 0.4
K -0.346247 5.018597 -2.929226 -0.5 -0.6 0.0
As 0.449154 1.324407 -1.100237 -1.8 -1.5 0.8
F -0.806742 2.387489 -0.453455 1.0 -0.1 -0.1
F 0.526353 0.435010 0.415697 -0.1 0.6 -1.1
F 1.693230 0.254260 -1.782981 -1.1 1.7 0.2
F 0.308260 2.354503 -2.572253 1.0 0.1 0.4
F 1.694034 2.449541 -0.369514 -0.3 -0.2 -1.2
F -0.858326 0.325700 -1.756708 1.6 0.7 0.5
C 1.083784 1.880552 3.350869 -1.4 -1.2 0.2
N 1.768585 2.957571 4.022670 3.1 1.6 0.6
O 1.531122 4.132745 3.725129 -0.3 -1.2 0.3
O 2.718103 2.630404 4.764940 -2.0 0.5 -1.0
H 0.444782 1.404759 4.096438 0.2 -0.1 0.1
H 1.830462 1.148464 3.052250 -0.1 0.2 -0.2
H 0.394555 2.218780 2.580506 0.5 0.2 -0.2
C 3.097266 -1.334842 0.164143 -0.5 0.1 -2.0
N 2.123838 -2.442173 0.382451 -0.4 -3.5 0.2
O 1.596491 -2.478563 1.466531 -0.2 1.2 1.4
O 1.900966 -3.396390 -0.389540 1.4 2.6 -0.3
H 2.648500 -0.424736 0.552220 0.1 -0.3 0.3
H 3.112291 -1.266494 -0.922206 0.4 0.2 0.1
H 4.105884 -1.522471 0.525330 -0.4 -0.5 0.4
C -0.820270 0.539947 -4.982556 0.4 1.4 0.4
N -2.224624 0.032408 -4.895470 -0.3 0.2 -1.0
O -2.405941 -1.103323 -5.291820 -0.1 0.7 0.6
O -3.092144 0.837275 -4.544571 0.9 -1.0 -0.2
H -0.867332 1.585997 -4.681708 -0.1 -0.2 0.4
H -0.406900 0.593419 -5.988657 -0.6 -0.8 -0.2
H -0.143384 0.000400 -4.323765 -0.3 -0.2 0.0
N -1.311715 -2.442507 1.738779 0.8 -0.3 2.0
C -1.965212 -3.239690 2.632446 0.1 -1.3 0.1
C -3.330402 -3.046349 2.495268 0.9 -1.0 -0.2
C -3.471671 -2.110892 1.472905 0.3 1.5 0.1
C -2.187672 -1.605800 1.209900 -2.3 0.2 -2.7
H -0.328804 -2.495609 1.512617 -0.1 0.2 0.4
H -1.403437 -3.974156 3.188962 -0.1 0.0 0.1
H -4.118389 -3.641728 2.928958 0.1 0.1 0.2
H -4.413174 -1.901355 0.988299 0.1 0.7 0.1
H -1.873869 -0.856383 0.498946 -0.1 -0.1 -0.1
```
Positions in Å, forces in eV/Å.

Calculated values
LUMO energy   -5.58 eV
Electronic energy   -4980.03926 Ha
Charge   +1
HOMO energy   -8.712 eV

Electronic structure analysis, Mulliken charges in units of e:
1. K 1.017
2. K 0.989
3. As 2.106
4. F -0.484
5. F -0.448
6. F -0.442
7. F -0.574
8. F -0.600
9. F -0.456
10. C -0.703
11. N 0.871
12. O -0.541
13. O -0.503
14. H 0.351
15. H 0.253
16. H 0.256
17. C -0.539
18. N 0.991
19. O -0.634
20. O -0.536
21. H 0.051
22. H 0.267
23. H 0.310
24. C -0.635
25. N 0.925
26. O -0.508
27. O -0.533
28. H 0.149
29. H 0.365
30. H 0.218
31. N 0.225
32. C -0.409
33. C -0.532
34. C -0.594
35. C -0.417
36. H 0.222
37. H 0.384
38. H 0.374
39. H 0.385
40. H 0.381